Record 1
C37H71F10N2O15P3S | ωB97M-V/def2-TZVPD

Element x y z (Å)
1 C -1.075 1.790 3.966
2 C -0.439 0.580 4.722
3 C -0.430 -0.777 3.950
4 C 0.420 -0.859 2.644
5 F 0.934 -2.183 2.616
6 C 1.753 -0.035 2.938
7 O 1.635 1.343 2.643
8 C 2.347 1.775 1.524
9 O 3.728 1.479 1.567
10 C 4.516 2.361 0.771
11 C 3.938 2.722 -0.630
12 O 3.284 4.011 -0.622
13 O -0.056 -0.343 1.458
14 C -0.998 -1.052 0.632
15 C -2.063 0.085 0.329
16 C -3.004 0.457 1.511
17 C -3.322 1.990 1.411
18 C -3.915 2.276 -0.001
19 C -4.665 3.626 -0.150
20 F -5.718 3.341 -1.013
21 F -5.301 4.018 0.987
22 C -3.896 4.778 -0.870
23 F -3.603 4.336 -2.113
24 F -4.747 5.799 -1.048
25 S -2.311 5.406 -0.103
26 F -1.503 4.063 -0.449
27 F -2.689 4.934 1.376
28 F -3.009 6.831 0.204
29 F -1.871 5.976 -1.560
30 F -0.944 6.011 0.479
31 C -1.651 -2.317 1.214
32 C -3.118 -2.603 0.567
33 C -4.250 -2.824 1.629
34 O -3.634 -3.917 0.790
35 C -0.175 -1.321 -0.743
36 C -0.938 -2.147 -1.799
37 C -2.110 -1.561 -2.618
38 O -2.982 -2.301 -2.953
39 N 0.920 -2.229 -0.285
40 P 2.393 -2.368 -1.183
41 C 2.361 -1.688 -2.932
42 C 3.559 -1.128 -0.366
43 C 4.913 -1.087 -1.180
44 O 0.473 -0.089 -1.046
45 C 0.041 0.623 -2.039
46 N -0.348 1.132 -2.962
47 H -0.594 2.748 4.253
48 H -2.168 1.885 4.109
49 H -0.838 1.657 2.888
50 H 0.548 0.868 5.142
51 H -1.078 0.410 5.622
52 H -1.491 -1.088 3.861
53 H 0.025 -1.515 4.650
54 H 2.016 -0.216 4.003
55 H 2.555 -0.554 2.367
56 H 1.833 1.421 0.600
57 H 2.252 2.890 1.505
58 H 4.712 3.278 1.374
59 H 5.504 1.883 0.595
60 H 4.729 2.810 -1.409
61 H 3.199 1.995 -1.022
62 H 3.289 4.370 0.277
63 H -2.653 -0.102 -0.587
64 H -1.448 0.994 0.124
65 H -3.981 -0.051 1.320
66 H -2.679 0.130 2.511
67 H -2.340 2.516 1.456
68 H -3.918 2.381 2.254
69 H -4.618 1.445 -0.237
70 H -3.167 2.252 -0.822
71 H -1.162 -3.285 0.997
72 H -1.922 -2.308 2.278
73 H -3.404 -2.066 -0.369
74 H -5.291 -2.624 1.341
75 H -3.918 -3.047 2.655
76 H -0.233 -2.586 -2.543
77 H -1.348 -3.055 -1.302
78 H -2.221 -0.487 -2.895
79 H 0.562 -3.170 -0.153
80 H 1.650 -2.190 -3.610
81 H 3.372 -1.934 -3.332
82 H 2.316 -0.575 -2.984
83 H 3.790 -1.406 0.674
84 H 3.099 -0.132 -0.501
85 H 4.759 -0.605 -2.168
86 H 5.661 -0.472 -0.636
87 H 5.279 -2.128 -1.309
88 C 7.571 0.460 3.212
89 C 6.172 0.318 3.788
90 O 6.018 -0.912 4.492
91 P 6.699 -1.061 5.979
92 O 5.752 -0.237 6.806
93 O 6.121 -2.557 6.371
94 C 5.416 -2.769 7.592
95 C 3.918 -2.718 7.364
96 O 8.036 -1.823 5.305
97 C 9.211 -1.933 6.131
98 C 9.021 -2.895 7.291
99 H 8.313 0.573 4.008
100 H 7.635 1.336 2.563
101 H 7.846 -0.427 2.640
102 H 5.932 1.160 4.443
103 H 5.444 0.311 2.976
104 H 5.728 -2.050 8.352
105 H 5.695 -3.759 7.961
106 H 3.623 -1.820 6.820
107 H 3.382 -2.746 8.314
108 H 3.599 -3.571 6.761
109 H 9.495 -0.941 6.495
110 H 10.015 -2.291 5.487
111 H 8.332 -2.484 8.033
112 H 9.973 -3.085 7.790
113 H 8.604 -3.841 6.946
114 C -5.740 -1.513 -4.304
115 C -6.512 -2.196 -5.419
116 O -6.835 -1.287 -6.469
117 P -5.644 -0.828 -7.500
118 O -5.506 -2.066 -8.343
119 O -6.549 0.075 -8.547
120 C -6.514 -0.183 -9.949
121 C -7.681 -1.058 -10.364
122 O -5.393 0.574 -6.609
123 C -4.172 1.298 -6.857
124 C -4.151 1.951 -8.227
125 H -4.747 -1.215 -4.645
126 H -5.618 -2.181 -3.451
127 H -6.255 -0.608 -3.976
128 H -5.950 -3.046 -5.817
129 H -7.457 -2.576 -5.029
130 H -5.560 -0.626 -10.240
131 H -6.583 0.782 -10.458
132 H -7.758 -1.949 -9.742
133 H -7.581 -1.364 -11.407
134 H -8.620 -0.512 -10.252
135 H -3.319 0.625 -6.736
136 H -4.100 2.065 -6.085
137 H -4.065 1.202 -9.018
138 H -3.299 2.628 -8.315
139 H -5.069 2.512 -8.405

Calculated values
**HOMO-LUMO gap**: 7.645 eV
**LUMO energy**: -0.81 eV
**Structure (SMILES)**: CCC[C@](F)(COCOCCO)O[C@](CCCCC(F)(F)C(F)(F)S(F)(F)(F)(F)F)(C[C@@H]1CO1)[C@](CC=O)(NP(C)CC)OC#N.CCOP(=O)(OCC)OCC.CCOP(=O)(OCC)OCC
**DFT total energy**: -5111.183743 Ha
**Maximum force**: 0.1619 hartree/bohr
**Multiplicity**: 1
**Net charge**: 0

These are the Mulliken partial charges, in e, on atoms 1 to 8: number 1, C, carries -0.16; number 2, C, carries -0.78; number 3, C, carries -1.21; number 4, C, carries 1.65; number 5, F, carries -0.48; number 6, C, carries -1.21; number 7, O, carries -0.38; number 8, C, carries -0.05

=====

Record 2
C37H71F3N6O11P2S | ωB97M-V/def2-TZVPD

Element x y z (Å)
1 C -7.469 3.262 -5.576
2 C -7.239 3.746 -4.013
3 C -6.857 2.509 -2.986
4 C -6.803 2.995 -1.399
5 C -5.613 4.135 -1.133
6 C -4.794 3.836 0.288
7 C -3.825 2.513 -0.019
8 C -2.713 2.322 1.188
9 C -2.262 0.776 1.469
10 C -1.241 0.122 0.339
11 P -2.307 -0.467 -1.129
12 O -2.507 0.654 -2.272
13 O -3.970 -0.905 -0.679
14 O -1.691 -1.866 -1.985
15 C -0.213 1.256 -0.243
16 C 1.165 0.679 -0.933
17 C 2.363 1.692 -0.452
18 C 3.818 1.473 -1.153
19 C 5.079 0.888 -0.221
20 C 6.602 0.659 -0.867
21 C 6.967 0.974 -2.462
22 C 8.483 0.694 -3.110
23 C 5.716 1.587 -3.367
24 C 4.225 1.823 -2.715
25 P 0.871 0.853 -2.853
26 N 0.526 2.379 -3.261
27 S 1.494 -1.139 -0.654
28 O 1.584 -1.863 -2.055
29 O 2.885 -1.443 0.027
30 O 0.336 -1.982 0.245
31 C -0.451 -1.110 1.149
32 C -1.608 -2.117 1.781
33 C -1.781 -2.041 3.402
34 N -0.844 -3.051 4.098
35 C 0.626 -0.553 2.270
36 O 1.524 -1.637 2.753
37 C 2.230 -1.249 3.982
38 F 2.504 0.199 4.125
39 F 1.611 -1.718 5.242
40 F 3.581 -1.921 3.910
41 H -7.186 4.175 -6.289
42 H -6.790 2.368 -5.905
43 H -8.594 2.991 -5.754
44 H -8.250 4.260 -3.661
45 H -6.385 4.547 -3.956
46 H -5.868 1.983 -3.348
47 H -7.725 1.705 -3.093
48 H -6.693 2.079 -0.650
49 H -7.840 3.534 -1.178
50 H -4.911 4.066 -2.084
51 H -6.067 5.239 -1.155
52 H -4.112 4.794 0.452
53 H -5.527 3.639 1.186
54 H -3.202 2.814 -0.985
55 H -4.530 1.593 -0.178
56 H -1.804 3.091 1.099
57 H -3.282 2.675 2.178
58 H -3.273 0.152 1.592
59 H -1.794 0.775 2.568
60 H -3.927 -1.911 -0.521
61 H -2.129 -2.715 -1.684
62 H -0.745 2.055 -0.952
63 H 0.141 1.895 0.702
64 H 2.002 2.790 -0.752
65 H 2.536 1.733 0.713
66 H 4.975 0.620 0.920
67 H 7.520 0.254 -0.223
68 H 8.991 -0.214 -2.526
69 H 8.357 0.297 -4.228
70 H 9.172 1.640 -3.086
71 H 5.948 1.819 -4.494
72 H 3.390 2.251 -3.450
73 H -0.193 -0.102 -3.194
74 H 2.029 0.376 -3.622
75 H 0.561 2.999 -2.419
76 H -2.671 -1.975 1.308
77 H -1.302 -3.245 1.533
78 H -2.878 -2.449 3.643
79 H -1.732 -0.971 3.871
80 H -0.783 -2.689 5.095
81 H -1.392 -3.951 4.199
82 H 1.362 0.282 1.837
83 H 0.122 -0.037 3.206
84 C 2.830 -4.563 9.230
85 N 1.522 -4.076 8.860
86 C 0.877 -4.202 7.666
87 C 1.573 -4.937 6.555
88 O -0.245 -3.720 7.527
89 H 2.712 -5.234 10.084
90 H 3.438 -3.706 9.530
91 H 3.323 -5.094 8.414
92 H 0.985 -3.568 9.554
93 H 0.928 -4.952 5.670
94 H 2.504 -4.428 6.294
95 H 1.772 -5.969 6.854
96 C 1.407 7.047 -6.608
97 N 0.723 7.291 -5.360
98 C 0.780 6.568 -4.207
99 C 1.654 5.345 -4.175
100 O 0.124 6.926 -3.230
101 H 2.021 7.921 -6.834
102 H 0.652 6.928 -7.390
103 H 2.037 6.157 -6.571
104 H 0.113 8.098 -5.298
105 H 1.591 4.879 -3.187
106 H 1.314 4.621 -4.920
107 H 2.695 5.623 -4.360
108 C 6.800 -7.303 6.637
109 N 6.099 -6.554 7.652
110 C 5.984 -6.831 8.982
111 C 6.655 -8.067 9.513
112 O 5.342 -6.075 9.708
113 H 7.553 -6.648 6.192
114 H 6.077 -7.589 5.868
115 H 7.282 -8.196 7.036
116 H 5.618 -5.706 7.377
117 H 6.471 -8.147 10.588
118 H 6.246 -8.956 9.025
119 H 7.735 -8.006 9.352
120 C -3.553 -1.042 -8.784
121 N -4.220 0.098 -8.202
122 C -4.738 0.227 -6.948
123 C -4.628 -0.941 -6.008
124 O -5.277 1.282 -6.617
125 H -2.550 -0.729 -9.087
126 H -4.115 -1.346 -9.671
127 H -3.480 -1.881 -8.092
128 H -4.335 0.929 -8.771
129 H -5.088 -0.680 -5.050
130 H -5.155 -1.805 -6.420
131 H -3.577 -1.183 -5.831

Calculated values
**HOMO-LUMO gap**: 8.042 eV
**LUMO energy**: -0.28 eV
**Structure (SMILES)**: CCCCCCCCC[C@@]1(P(=O)(O)O)C[C@](Cc2ccc(C)cc2)([PH2]=N)S(=O)(=O)O[C@@]1(CCN)COC(F)(F)F.CNC(C)=O.CNC(C)=O.CNC(C)=O.CNC(C)=O
**DFT total energy**: -3988.426001 Ha
**Maximum force**: 0.1885 hartree/bohr
**Multiplicity**: 1
**Net charge**: 0

These are the Mulliken partial charges, in e, on atoms 1 to 8: number 1, C, carries -0.53; number 2, C, carries -0.40; number 3, C, carries -0.41; number 4, C, carries -0.45; number 5, C, carries -0.56; number 6, C, carries -0.66; number 7, C, carries 0.08; number 8, C, carries -0.64

=====

Record 3
C37H72F3IN3O9P | ωB97M-V/def2-TZVPD

Element x y z (Å)
1 C 2.791 -4.155 -5.600
2 C 3.319 -3.008 -4.796
3 C 3.075 -1.419 -5.080
4 C 1.731 -0.764 -4.427
5 C 0.556 -1.273 -5.438
6 N 1.962 0.732 -4.731
7 C 1.478 1.735 -3.710
8 O 1.716 3.047 -3.744
9 C 0.710 0.763 -2.638
10 I -1.387 0.923 -3.239
11 P 0.687 1.620 -0.933
12 N 0.113 3.132 -0.929
13 C 1.504 -0.700 -2.807
14 C 0.660 -2.081 -2.518
15 C 0.663 -2.594 -0.965
16 C 1.716 -3.859 -0.676
17 O 1.981 -4.828 -1.569
18 N 2.353 -3.938 0.692
19 C 3.862 -3.867 0.654
20 C 4.591 -2.692 1.595
21 C 6.235 -2.627 1.610
22 C 7.239 -3.641 0.777
23 C 6.516 -4.791 -0.175
24 C 4.877 -4.848 -0.175
25 C 2.800 -0.536 -1.817
26 O 3.856 -1.547 -1.982
27 C 5.205 -0.929 -1.770
28 F 5.243 -0.179 -0.466
29 F 5.620 -0.058 -2.921
30 F 6.195 -2.070 -1.770
31 H 1.639 -4.303 -5.879
32 H 3.556 -5.010 -5.927
33 H 4.032 -3.312 -3.889
34 H 2.975 -1.298 -6.263
35 H 4.057 -0.852 -4.785
36 H -0.497 -1.445 -4.964
37 H 0.811 -2.252 -6.052
38 H 0.404 -0.427 -6.266
39 H 1.961 1.001 -5.737
40 H 2.028 1.698 -0.340
41 H -0.233 0.837 -0.097
42 H -0.115 3.380 -1.916
43 H -0.487 -1.976 -2.831
44 H 1.054 -2.997 -3.175
45 H 0.766 -1.732 -0.159
46 H -0.416 -3.066 -0.768
47 H 1.945 -3.160 1.288
48 H 3.891 -1.988 2.216
49 H 6.749 -1.824 2.298
50 H 8.428 -3.582 0.809
51 H 7.171 -5.539 -0.837
52 H 4.381 -5.695 -0.850
53 H 2.531 -0.556 -0.654
54 H 3.310 0.528 -1.986
55 C -3.574 6.801 -2.737
56 C -2.494 6.122 -1.910
57 C -1.440 7.117 -1.451
58 O -1.874 5.102 -2.688
59 H -3.149 7.254 -3.640
60 H -4.319 6.071 -3.070
61 H -4.081 7.581 -2.161
62 H -2.948 5.639 -1.038
63 H -0.939 7.581 -2.309
64 H -0.662 6.613 -0.867
65 H -1.883 7.907 -0.836
66 H -1.468 5.522 -3.464
67 C 1.058 -6.030 4.931
68 C 0.016 -6.325 3.863
69 C 0.442 -7.486 2.979
70 O -0.178 -5.165 3.058
71 H 2.015 -5.750 4.477
72 H 0.743 -5.184 5.551
73 H 1.218 -6.898 5.577
74 H -0.943 -6.558 4.339
75 H 1.378 -7.258 2.456
76 H -0.311 -7.680 2.208
77 H 0.584 -8.399 3.567
78 H 0.669 -4.951 2.632
79 C -6.813 5.146 -6.928
80 C -5.524 4.682 -6.271
81 C -4.394 5.673 -6.503
82 O -5.154 3.411 -6.801
83 H -6.689 5.238 -8.013
84 H -7.614 4.417 -6.763
85 H -7.133 6.114 -6.530
86 H -5.685 4.553 -5.195
87 H -4.184 5.783 -7.573
88 H -3.470 5.319 -6.035
89 H -4.642 6.656 -6.092
90 H -5.009 3.516 -7.756
91 C 3.400 -1.264 7.323
92 C 2.569 -2.472 6.921
93 C 2.135 -3.276 8.136
94 O 3.334 -3.303 6.053
95 H 4.313 -1.572 7.843
96 H 3.715 -0.701 6.438
97 H 2.833 -0.596 7.979
98 H 1.685 -2.142 6.364
99 H 3.004 -3.656 8.685
100 H 1.549 -4.149 7.831
101 H 1.531 -2.668 8.816
102 H 4.121 -3.601 6.539
103 C -11.612 6.556 -5.423
104 C -10.218 7.159 -5.356
105 C -10.259 8.599 -4.868
106 O -9.622 7.116 -6.650
107 H -12.246 7.111 -6.123
108 H -11.568 5.524 -5.787
109 H -12.091 6.560 -4.439
110 H -9.590 6.562 -4.686
111 H -10.845 9.226 -5.549
112 H -9.251 9.024 -4.837
113 H -10.698 8.664 -3.868
114 H -10.173 7.644 -7.252
115 C 3.436 -1.685 12.681
116 C 2.605 -2.893 12.278
117 C 2.172 -3.697 13.493
118 O 3.371 -3.725 11.410
119 H 4.350 -1.994 13.201
120 H 3.751 -1.123 11.795
121 H 2.869 -1.017 13.337
122 H 1.722 -2.563 11.721
123 H 3.041 -4.077 14.042
124 H 1.585 -4.570 13.188
125 H 1.567 -3.090 14.174
126 H 4.157 -4.023 11.896

Calculated values
**HOMO-LUMO gap**: 7.618 eV
**LUMO energy**: -0.42 eV
**DFT total energy**: -3232.359608 Ha
**Maximum force**: 0.1628 hartree/bohr
**Multiplicity**: 1
**Net charge**: 0

These are the Mulliken partial charges, in e, on atoms 1 to 8: number 1, C, carries -0.67; number 2, C, carries 0.00; number 3, C, carries -0.64; number 4, C, carries 0.56; number 5, C, carries -1.07; number 6, N, carries -0.27; number 7, C, carries 0.31; number 8, O, carries -0.62

=====

Number 2 is which compound? C37H71F3N6O11P2S

=====

Which of these has the highest HOMO-LUMO gap? C37H71F3N6O11P2S